42
Properties=species:S:1:pos:R:3:forces:R:3:nbo_charge:R:1 method="wB97M-V/def2-TZVPD" total_energy_ha=-1072.0406 total_charge=-1 e_lumo_ev=3.08 homo_energy_ev=-4.0
C -0.041 4.186 3.829 0.0 -0.1 0.0 -0.248
O -0.548 2.876 3.755 0.0 0.1 -0.1 -0.551
C 0.274 2.029 2.946 0.2 0.0 0.0 -0.096
C 0.129 2.276 1.432 -0.1 0.0 0.0 0.049
C -0.495 1.098 0.640 -0.2 0.1 -0.1 -0.063
O 0.503 0.564 -0.172 0.1 -0.1 0.1 -0.757
B 1.794 1.286 0.088 0.0 0.0 0.2 0.471
O 1.353 2.522 0.812 0.1 0.1 -0.1 -0.729
H 0.941 4.202 4.323 0.0 0.0 0.0 0.155
H -0.746 4.778 4.416 0.0 0.0 0.0 0.171
H 0.077 4.642 2.840 0.0 0.0 0.0 0.172
H -0.005 1.015 3.217 0.0 0.0 0.0 0.190
H 1.330 2.188 3.202 0.0 0.0 0.0 0.173
H -0.524 3.158 1.330 0.0 0.0 0.0 0.149
H -1.322 1.480 0.014 0.0 -0.1 0.0 0.136
H -0.920 0.334 1.313 0.0 0.1 0.0 0.138
H 2.550 0.592 0.825 -0.1 0.1 -0.1 -0.196
H 2.362 1.564 -0.968 0.0 0.0 0.0 -0.143
F 0.482 -1.401 -5.945 0.0 0.0 0.0 -0.343
C -0.369 -0.842 -5.047 0.0 0.0 0.0 0.392
C -0.058 -0.906 -3.705 0.0 0.0 0.0 -0.283
C -0.935 -0.334 -2.792 0.0 0.0 0.0 -0.170
C -2.092 0.290 -3.243 0.0 0.0 0.0 -0.238
C -2.376 0.344 -4.601 0.0 0.0 0.0 -0.200
C -1.510 -0.229 -5.524 0.0 0.0 0.0 -0.310
H 0.859 -1.377 -3.380 0.0 0.0 0.0 0.233
H -0.686 -0.355 -1.737 0.1 0.1 0.0 0.275
H -2.767 0.744 -2.529 0.0 0.0 0.0 0.212
H -3.275 0.837 -4.950 0.0 0.0 0.0 0.203
H -1.703 -0.202 -6.588 0.0 0.0 0.0 0.216
F 0.558 -1.222 3.248 0.0 -0.1 0.1 -0.329
C 0.607 -2.174 2.294 0.0 0.0 0.0 0.406
C -0.471 -3.026 2.164 0.0 0.0 0.0 -0.293
C -0.422 -4.009 1.185 0.0 0.0 0.0 -0.205
C 0.692 -4.123 0.364 0.0 0.0 0.0 -0.241
C 1.757 -3.244 0.522 0.0 0.0 0.0 -0.189
C 1.726 -2.253 1.491 0.0 0.0 0.0 -0.259
H -1.329 -2.904 2.811 0.0 0.0 0.0 0.220
H -1.262 -4.681 1.061 0.0 0.0 0.0 0.205
H 0.724 -4.882 -0.406 0.0 0.0 0.0 0.205
H 2.618 -3.313 -0.130 0.0 0.0 0.0 0.212
H 2.521 -1.528 1.595 -0.1 0.1 0.0 0.260